{"formula": "C31H47BN2O2S", "method": "ωB97M-V/def2-TZVPD", "orbital_gap_ev": 7.123, "elements": ["C", "C", "N", "C", "C", "C", "C", "C", "C", "S", "C", "C", "C", "C", "B", "C", "O", "C", "C", "C", "C", "O", "C", "C", "N", "H", "H", "H", "H", "H", "H", "H", "H", "H", "H", "H", "H", "H", "H", "H", "H", "H", "H", "H", "C", "C", "C", "C", "C", "C", "H", "H", "H", "H", "H", "H", "H", "H", "H", "H", "H", "H", "H", "H", "C", "C", "C", "C", "C", "C", "H", "H", "H", "H", "H", "H", "H", "H", "H", "H", "H", "H", "H", "H"], "coordinates": [[-0.5438, -1.1485, 4.9587], [-1.1688, -1.2514, 3.6784], [-1.3765, -1.3572, 2.1803], [-1.1002, -0.0658, 1.4516], [-0.9319, 1.3938, 2.2543], [-0.6755, 2.8351, 1.4438], [-0.5865, 2.9057, -0.1931], [-0.7288, 1.4893, -1.0097], [-0.9851, 0.0857, -0.2105], [-1.1567, -1.4770, -1.2323], [-0.5009, -2.8192, -0.0674], [-0.7083, -2.5645, 1.5729], [-0.1396, -3.8312, 2.5081], [0.5577, -5.1963, 1.8370], [1.0423, -6.4227, 2.8736], [1.7779, -5.9564, 4.2890], [0.8198, -7.8605, 2.6277], [0.7821, -5.3739, 0.1954], [1.4638, -6.6737, -0.5285], [3.1899, -6.2858, -0.7537], [3.8839, -5.3763, 0.5525], [3.5233, -4.7690, -0.9328], [0.2226, -4.1299, -0.7279], [0.3637, -4.1296, -2.3945], [1.4642, -3.0849, -2.6774], [0.0739, -0.9448, 5.9599], [-1.0116, 1.5083, 3.4234], [-0.5933, 3.8515, 2.0569], [-0.4375, 3.8803, -0.8301], [-0.6553, 1.4872, -2.1837], [-0.2248, -3.8617, 3.6836], [2.5559, -5.0916, 4.1491], [0.8996, -5.5027, 4.9580], [2.1802, -6.8833, 4.8906], [1.5985, -8.4258, 2.9063], [1.0509, -6.9330, -1.5919], [1.5632, -7.6292, 0.1382], [3.9106, -7.1508, -1.3063], [4.9913, -5.0042, 0.4759], [3.2942, -4.4706, 0.9995], [0.6367, -5.1863, -2.8277], [-0.6728, -3.8325, -2.8832], [1.0782, -2.2706, -3.2056], [1.8332, -2.7139, -1.7503], [-1.7349, 0.0564, -4.9143], [-1.0147, -1.0943, -5.5995], [0.2618, -0.6626, -6.3267], [0.0570, 0.3289, -7.4780], [-0.8900, -0.1395, -8.5856], [-0.3995, -1.3833, -9.3101], [-2.0738, 0.8073, -5.6336], [-2.6172, -0.3152, -4.3830], [-1.0819, 0.5458, -4.1846], [-1.6992, -1.5970, -6.2912], [-0.7459, -1.8381, -4.8395], [0.7700, -1.5580, -6.7031], [0.9483, -0.2109, -5.6002], [1.0370, 0.5519, -7.9191], [-0.3145, 1.2795, -7.0781], [-0.9935, 0.6710, -9.3187], [-1.8932, -0.3180, -8.1845], [0.5851, -1.2121, -9.7569], [-1.0943, -1.6484, -10.1138], [-0.3294, -2.2422, -8.6365], [-2.1217, 8.8755, 6.5083], [-0.7111, 8.6323, 5.9950], [-0.6591, 8.3024, 4.5006], [-1.3851, 7.0168, 4.0874], [-0.9123, 5.7422, 4.7907], [0.5418, 5.4015, 4.5044], [-2.7487, 7.9853, 6.4056], [-2.0948, 9.1409, 7.5703], [-2.5975, 9.6987, 5.9659], [-0.2386, 7.8364, 6.5806], [-0.1163, 9.5369, 6.1710], [0.3911, 8.2430, 4.1917], [-1.0907, 9.1388, 3.9375], [-1.2690, 6.8887, 3.0036], [-2.4610, 7.1345, 4.2613], [-1.5379, 4.9065, 4.4510], [-1.0669, 5.8190, 5.8720], [0.7094, 5.2769, 3.4298], [0.8125, 4.4633, 5.0000], [1.2189, 6.1776, 4.8726]], "mulliken_charge": [-0.3054, -0.1929, 0.0494, 0.3902, -0.4354, -0.1387, -0.5465, -0.2418, 0.3386, -0.0217, 0.3102, 0.3790, -0.2404, 0.3097, 0.6025, -0.8626, -0.6315, 0.0663, -0.9406, 0.0678, -0.5506, -0.3574, -0.5845, -0.4702, -0.5007, 0.3405, 0.1633, 0.1229, 0.2753, 0.0719, -0.0706, 0.2520, 0.2302, 0.2537, 0.3190, 0.3470, 0.2923, 0.2858, 0.3520, 0.2177, 0.1304, 0.2666, 0.2732, 0.2889, -0.9805, 0.1605, -0.6394, -0.8393, -0.3736, -1.1770, 0.3865, 0.4056, -0.0107, 0.3311, -0.1979, 0.3534, 0.3893, 0.3885, 0.3057, 0.3762, 0.2294, 0.2912, 0.3729, 0.2794, -1.1803, -0.3359, -0.7340, -0.6550, -0.4055, -1.2388, 0.2826, 0.3720, 0.2897, 0.2329, 0.3578, 0.3006, 0.3750, 0.3316, 0.3469, 0.3339, 0.3583, 0.2826, 0.3503, 0.3791]}

=====

{"formula": "C29H23N3P2S2Tc", "method": "ωB97M-V/def2-TZVPD", "orbital_gap_ev": [5.627, 5.469], "spin_multiplicity": 2, "charge": 2, "elements": ["Tc", "C", "N", "P", "C", "C", "C", "C", "C", "C", "C", "C", "C", "C", "C", "C", "P", "C", "C", "C", "C", "C", "C", "C", "C", "C", "C", "C", "C", "H", "H", "H", "H", "H", "H", "H", "H", "H", "H", "H", "H", "H", "H", "H", "H", "H", "H", "H", "H", "H", "H", "H", "S", "C", "S", "C", "C", "N", "C", "N"], "coordinates": [[0.0900, 2.0546, 0.6982], [-0.2896, -0.4799, 2.7892], [-0.4907, -0.2057, 1.3583], [0.9676, -0.1075, 0.4421], [0.9682, -0.7571, -1.2558], [1.5972, 0.0988, -2.1661], [1.7807, -0.3052, -3.4740], [1.3405, -1.5602, -3.8719], [0.7281, -2.4115, -2.9640], [0.5464, -2.0239, -1.6460], [2.2002, -1.1970, 1.1868], [1.8477, -2.5212, 1.4458], [2.8394, -3.4259, 1.7739], [4.1622, -3.0119, 1.8396], [4.5047, -1.6945, 1.5749], [3.5257, -0.7774, 1.2294], [-2.2560, -0.0580, 0.9585], [-2.0996, 1.3474, -0.2471], [-1.3621, 1.2548, -1.4448], [-1.3729, 2.3037, -2.3622], [-2.1237, 3.4399, -2.1088], [-2.8443, 3.5499, -0.9259], [-2.8191, 2.5266, 0.0113], [-2.4890, -1.5429, -0.0602], [-2.9044, -1.5361, -1.3894], [-3.0860, -2.7385, -2.0490], [-2.9223, -3.9397, -1.3751], [-2.5480, -3.9522, -0.0369], [-2.3463, -2.7559, 0.6218], [0.6805, -0.1024, 3.1225], [-0.3401, -1.5470, 3.0101], [-1.0652, 0.0192, 3.3718], [1.9247, 1.0784, -1.8289], [2.2633, 0.3519, -4.1816], [1.4761, -1.8751, -4.8945], [0.3975, -3.3884, -3.2814], [0.0803, -2.6957, -0.9401], [0.8126, -2.8274, 1.3838], [2.5938, -4.4575, 1.9699], [4.9345, -3.7243, 2.0861], [5.5390, -1.3929, 1.6305], [3.7738, 0.2496, 0.9939], [-0.9187, 0.3105, -1.7263], [-0.8339, 2.2007, -3.2914], [-2.1715, 4.2270, -2.8422], [-3.4465, 4.4268, -0.7474], [-3.4049, 2.6034, 0.9189], [-3.0864, -0.6080, -1.9084], [-3.3804, -2.7385, -3.0890], [-3.1066, -4.8710, -1.8858], [-2.4517, -4.8887, 0.4931], [-2.0968, -2.7516, 1.6742], [0.8459, 2.8170, 2.7784], [0.8357, 4.4211, 2.0984], [0.6351, 4.2586, 0.3596], [0.8833, 5.5878, 2.8010], [0.7890, 6.8466, 2.1655], [0.6825, 7.8594, 1.6425], [0.9765, 5.5549, 4.2111], [1.0331, 5.4825, 5.3512]], "lowdin_spin": [0.6229, -0.0002, -0.0068, -0.0180, -0.0034, 0.0012, 0.0002, 0.0000, -0.0002, -0.0008, -0.0070, -0.0015, -0.0004, -0.0002, 0.0000, -0.0008, 0.0035, 0.0058, -0.0034, 0.0008, -0.0132, 0.0071, -0.0019, 0.0013, 0.0000, 0.0000, -0.0002, 0.0001, -0.0001, -0.0003, -0.0005, -0.0001, 0.0012, 0.0000, 0.0000, -0.0001, 0.0000, -0.0001, -0.0001, 0.0000, 0.0000, -0.0004, -0.0002, 0.0004, -0.0006, 0.0003, -0.0005, 0.0000, 0.0000, 0.0000, 0.0000, 0.0000, 0.1282, 0.0017, 0.1551, 0.0547, 0.0045, 0.0327, 0.0049, 0.0346]}

=====

{"formula": "C5H5NOS", "method": "ωB97M-V/def2-TZVPD", "de_lowest_kcal_mol": 90.3, "orbital_gap_ev": 7.359, "elements": ["C", "C", "C", "C", "C", "N", "O", "S", "H", "H", "H", "H", "H"], "coordinates": [[-0.5147, -0.6129, -0.4524], [-1.1014, 1.2775, -0.6191], [-1.8077, -2.3060, -1.6639], [0.5126, -0.0149, 0.3756], [0.2554, 1.4374, -0.0203], [-0.7937, -1.7253, -0.8882], [-1.6116, -2.7497, -2.7641], [-2.1598, 2.0717, -1.5039], [-2.7454, -2.4536, -1.1453], [0.4185, -0.3177, 1.3461], [1.5473, -0.2604, 0.2083], [0.8731, 1.5457, -0.8719], [0.3656, 2.2994, 0.5818]], "mulliken_charge": [0.4312, 0.0297, 0.1590, -0.7245, -0.3979, -0.3836, -0.4689, -0.2598, 0.3234, 0.3573, 0.2911, 0.2368, 0.4061]}

=====

{"formula": "C33H27BiClN4O5S3", "method": "ωB97M-V/def2-TZVPD", "de_lowest_kcal_mol": 25.6, "orbital_gap_ev": 7.084, "charge": -1, "elements": ["Bi", "Cl", "C", "C", "C", "C", "O", "C", "C", "N", "C", "C", "C", "C", "C", "C", "C", "C", "N", "C", "C", "H", "H", "H", "H", "H", "H", "H", "H", "H", "H", "C", "C", "N", "N", "C", "S", "S", "C", "C", "C", "C", "C", "C", "C", "C", "C", "C", "C", "C", "C", "O", "H", "H", "H", "H", "H", "H", "H", "H", "H", "H", "H", "H", "H", "H", "C", "S", "O", "O", "O", "H", "H", "H"], "coordinates": [[0.4035, 1.2755, -0.7251], [-4.9976, -2.5187, -4.1049], [-3.7893, -1.3301, -3.7183], [-4.1388, 0.0224, -3.7003], [-3.1968, 0.9632, -3.3917], [-1.8663, 0.6176, -3.0126], [-1.0441, 1.5352, -2.6877], [-1.5329, -0.7796, -3.0943], [-0.1911, -1.2227, -2.9413], [0.7209, -0.6170, -2.2703], [2.0451, -0.9643, -2.4623], [2.4814, -2.2696, -2.4832], [3.8060, -2.5710, -2.8141], [4.6918, -1.5752, -3.1225], [4.2922, -0.2232, -3.0640], [5.1614, 0.8548, -3.3317], [4.6954, 2.1358, -3.2286], [3.3453, 2.3353, -2.8847], [2.5057, 1.3636, -2.6755], [2.9523, 0.0968, -2.7311], [-2.5021, -1.7209, -3.4658], [-5.1547, 0.3046, -3.9311], [-3.4442, 2.0149, -3.3620], [0.0843, -2.1031, -3.5397], [1.7986, -3.0662, -2.2233], [4.1091, -3.6089, -2.8493], [5.7123, -1.8201, -3.3888], [6.1894, 0.6332, -3.5882], [5.3403, 2.9875, -3.3801], [2.9412, 3.3319, -2.7704], [-2.2245, -2.7646, -3.5057], [-0.3843, -0.4688, 3.4902], [0.2668, 0.4011, 2.4480], [0.4048, -0.0810, 1.2603], [-0.0748, -1.3298, 1.0094], [-1.1533, -1.3473, 0.3274], [-1.9003, 0.1250, -0.2241], [-1.8307, -2.9140, -0.0686], [-3.6395, -2.5593, -0.0286], [-4.1417, -2.5012, 1.3758], [-4.1899, -1.2855, 2.0491], [-4.6594, -1.2281, 3.3494], [-5.0880, -2.3788, 3.9892], [-5.0161, -3.5976, 3.3360], [-4.5403, -3.6575, 2.0376], [0.6257, 1.7636, 2.7873], [1.2077, 2.0201, 4.0358], [1.5360, 3.2922, 4.4448], [1.2966, 4.3691, 3.5925], [0.7047, 4.1547, 2.3763], [0.3182, 2.8663, 1.9337], [-0.3774, 2.7549, 0.8524], [-1.4358, -0.5819, 3.2152], [-0.3272, -0.0331, 4.4817], [0.0595, -1.4655, 3.4810], [-4.0939, -3.3783, -0.5861], [-3.7685, -1.6105, -0.5495], [-3.8500, -0.3953, 1.5409], [-4.6895, -0.2795, 3.8652], [-5.4643, -2.3273, 5.0011], [-5.3278, -4.5017, 3.8410], [-4.4736, -4.6057, 1.5235], [1.4552, 1.1812, 4.6727], [2.0051, 3.4461, 5.4051], [1.5919, 5.3686, 3.8904], [0.5314, 4.9682, 1.6904], [3.9116, 1.8280, 1.9727], [3.4099, 1.8061, 0.2249], [2.4712, 2.9056, 0.0266], [4.6598, 1.9545, -0.4925], [2.7464, 0.5053, 0.0046], [4.6455, 2.6138, 2.0846], [4.3445, 0.8654, 2.1998], [3.0411, 2.0177, 2.5785]], "mulliken_charge": [1.7607, -0.2864, 0.2223, -0.5437, -0.5820, 0.0416, -0.8754, 0.6462, -0.6979, 0.8389, -0.5400, -0.2951, -0.9263, -1.0101, 1.1193, -0.7040, -0.7947, -0.1170, -0.2864, 0.6123, -0.7328, 0.4260, 0.4316, 0.3866, 0.5878, 0.3874, 0.3668, 0.3863, 0.3924, 0.3597, 0.3660, -1.4265, 0.6477, 0.6432, -1.2269, 0.6537, -0.5889, -0.2013, -1.0710, 0.5670, -0.0638, -0.7234, -0.3990, -0.5444, -0.4743, -0.1354, -0.5889, -0.6278, -0.5411, -0.6316, 1.2606, -1.1528, 0.1163, 0.5181, 0.3241, 0.6343, 0.2513, 0.4824, 0.4125, 0.3717, 0.3680, 0.3771, 0.3842, 0.3590, 0.3678, 0.4240, -0.8854, 1.0547, -0.6215, -0.5937, -0.5528, 0.4334, 0.3344, 0.1246]}

=====

{"formula": "C4H9N2", "method": "ωB97M-V/def2-TZVPD", "de_lowest_kcal_mol": 82.4, "orbital_gap_ev": 9.826, "charge": 1, "elements": ["C", "C", "C", "C", "N", "N", "H", "H", "H", "H", "H", "H", "H", "H", "H"], "coordinates": [[-2.6354, -1.0930, 0.5242], [-0.3173, -0.6644, 0.0635], [0.5323, 0.5246, 0.0639], [2.2351, 0.2879, -0.7054], [-1.6271, -0.3401, 0.5591], [0.2471, 1.7309, 0.4091], [-3.5315, -0.7513, 0.7868], [-2.6036, -1.9875, -0.0182], [-0.3859, -1.4342, -0.7342], [0.3376, -1.3870, 0.5851], [2.2168, 0.6558, -1.7700], [2.3991, -0.7166, -0.8859], [2.9817, 0.7078, -0.0006], [-0.7393, 1.9819, 0.5720], [0.8904, 2.4853, 0.5506]], "mulliken_charge": [-0.2372, -0.4373, 0.3698, -0.9982, -0.4569, -0.2266, 0.3103, 0.1971, 0.4613, 0.3592, 0.3478, 0.3651, 0.3781, 0.3078, 0.2595]}

=====

{"formula": "C32H54ClF3N2O5P", "method": "ωB97M-V/def2-TZVPD", "orbital_gap_ev": [5.259, 4.397], "spin_multiplicity": 3, "charge": -1, "elements": ["C", "C", "C", "C", "C", "C", "C", "C", "C", "O", "C", "C", "C", "O", "C", "F", "F", "F", "P", "O", "Cl", "C", "H", "H", "H", "H", "H", "H", "H", "H", "H", "H", "H", "H", "H", "H", "H", "H", "H", "H", "C", "C", "C", "C", "C", "C", "N", "O", "C", "C", "C", "H", "H", "H", "H", "H", "H", "H", "H", "H", "H", "H", "H", "H", "H", "H", "H", "H", "H", "C", "C", "C", "C", "C", "C", "N", "O", "C", "C", "C", "H", "H", "H", "H", "H", "H", "H", "H", "H", "H", "H", "H", "H", "H", "H", "H", "H", "H"], "coordinates": [[4.6037, -1.8135, -1.5825], [4.7092, -0.8207, -2.9238], [5.5396, 0.6211, -2.9193], [5.6569, 1.5699, -4.2910], [4.9169, 1.1487, -5.7189], [5.0060, 2.0380, -7.0933], [4.2898, 3.5107, -7.0174], [6.6341, 2.3097, -7.3547], [4.0473, -0.2800, -5.7191], [3.3477, -0.7127, -6.9391], [1.8912, -0.7990, -6.7501], [1.2395, 0.4510, -5.8885], [-0.0814, 1.0831, -6.6915], [-0.8940, 1.8750, -5.7553], [-0.6834, 3.3224, -5.9135], [-1.0219, 3.9845, -4.5988], [0.7106, 3.7231, -6.2235], [-1.6818, 3.8093, -6.9208], [0.6310, -0.2295, -4.1739], [-0.9765, -0.8924, -4.2873], [0.5759, 1.4544, -2.8552], [3.9841, -1.2230, -4.3519], [5.4051, -2.6931, -1.6381], [4.7434, -1.1614, -0.5986], [3.5372, -2.3435, -1.5914], [6.0694, 0.9407, -1.9104], [6.3037, 2.5669, -4.1831], [4.5356, 1.3981, -7.9639], [3.2473, 3.4420, -7.5871], [4.9611, 4.2435, -7.6787], [4.1589, 3.9468, -5.9391], [7.1949, 1.3378, -6.9972], [6.9025, 3.2349, -6.6629], [6.7515, 2.5278, -8.4992], [1.3677, -0.9170, -7.8162], [1.6609, -1.8137, -6.1755], [-0.7149, 0.1400, -7.0558], [0.2425, 1.6482, -7.6636], [-1.5335, -0.3146, -3.6799], [3.3544, -2.2297, -4.3773], [-1.8156, 3.5463, 0.0046], [-2.2025, 2.1079, 0.4560], [-3.7097, 2.0486, 0.8367], [-4.0278, 2.7142, 2.1724], [-3.1369, 2.1643, 3.2815], [-1.6256, 2.2425, 2.9396], [-1.3050, 1.6824, 1.5849], [-1.3701, 0.2803, 1.6791], [-1.1594, 3.7218, 3.0280], [-0.8244, 1.5413, 4.0846], [-2.0068, 1.2442, -0.8347], [-1.8489, 3.6616, -1.0844], [-2.4883, 4.3090, 0.4071], [-0.7910, 3.8027, 0.2931], [-4.0410, 1.0080, 0.8831], [-4.3116, 2.5265, 0.0499], [-3.9212, 3.8002, 2.1001], [-5.0779, 2.5307, 2.4257], [-3.3454, 2.7116, 4.2098], [-3.4245, 1.1209, 3.4738], [-0.1105, 3.8238, 2.7105], [-1.2198, 4.0940, 4.0558], [-1.7614, 4.4066, 2.4318], [-1.1308, 0.5012, 4.2386], [-0.9771, 2.0503, 5.0425], [0.2534, 1.5532, 3.8754], [-0.9570, 1.2353, -1.1504], [-2.6013, 1.6437, -1.6648], [-2.3354, 0.2059, -0.7027], [-1.4245, -4.8975, 7.2971], [-1.6899, -3.4188, 6.8902], [-3.2195, -3.1418, 6.8298], [-3.9028, -3.7560, 5.6115], [-3.1966, -3.3431, 4.3243], [-1.6738, -3.6395, 4.3466], [-0.9992, -3.1299, 5.5862], [-0.8833, -1.7334, 5.4628], [-1.4511, -5.1710, 4.2105], [-1.0405, -3.0639, 3.0380], [-1.1066, -2.5908, 8.0836], [-1.2438, -5.0051, 8.3723], [-2.2681, -5.5550, 7.0680], [-0.5305, -5.3005, 6.8101], [-3.4024, -2.0641, 6.8200], [-3.7038, -3.5260, 7.7395], [-3.9383, -4.8459, 5.6948], [-4.9458, -3.4223, 5.5765], [-3.6712, -3.8557, 3.4777], [-3.3674, -2.2693, 4.1627], [-0.3842, -5.4238, 4.3059], [-1.7787, -5.5320, 3.2302], [-2.0050, -5.7602, 4.9405], [-1.2220, -1.9905, 2.9180], [-1.4620, -3.5467, 2.1497], [0.0443, -3.2319, 3.0186], [-0.0234, -2.7340, 8.1735], [-1.5634, -2.8984, 9.0316], [-1.3051, -1.5160, 7.9897]], "lowdin_spin": [0.0001, 0.0009, -0.0010, 0.0010, -0.0009, -0.0001, 0.0000, 0.0000, 0.0010, 0.0002, 0.0001, 0.0000, 0.0000, 0.0000, 0.0000, 0.0000, 0.0000, 0.0000, 0.0000, 0.0000, 0.0002, -0.0010, 0.0000, 0.0000, 0.0000, -0.0001, 0.0001, 0.0000, 0.0000, 0.0000, 0.0000, 0.0000, 0.0000, 0.0000, 0.0000, 0.0000, 0.0000, 0.0000, 0.0000, 0.0000, 0.0012, 0.0212, 0.0128, 0.0008, 0.0123, 0.0220, 0.3080, 0.6162, 0.0009, -0.0011, -0.0009, -0.0004, -0.0001, 0.0011, 0.0025, 0.0008, 0.0003, 0.0009, 0.0008, 0.0026, 0.0010, -0.0004, 0.0000, -0.0009, -0.0003, 0.0002, 0.0001, -0.0003, -0.0007, 0.0013, 0.0211, 0.0121, 0.0008, 0.0124, 0.0215, 0.3023, 0.6226, 0.0008, -0.0013, -0.0011, -0.0004, -0.0001, 0.0012, 0.0024, 0.0009, 0.0003, 0.0008, 0.0008, 0.0025, 0.0010, -0.0004, 0.0000, -0.0013, -0.0003, 0.0002, 0.0001, -0.0003, -0.0007]}